Formula: C28H66CaI2N4O10P2S2
Source: OMol25
Level of theory: ωB97M-V/def2-TZVPD

Results
Highest occupied orbital energy = -13.1 eV
Frontier orbital gap = 7.89 eV
Charge = +2
E_LUMO = -5.2 eV
Relative energy (zero: lowest compared OMol25 entry of this formula, charge and spin) = 0.00 kcal/mol

Element x y z (Å)
Ca  0.239  0.111  1.270
I  -0.487  -4.707  -0.469
C  0.100  -4.443  1.593
I  1.794  -3.102  2.248
H  0.386  -5.463  1.894
H  -0.753  -4.026  2.147
C  0.498  1.674  -5.073
C  0.312  1.320  -3.606
C  0.491  2.528  -2.704
O  1.324  0.225  -3.346
P  1.085  -0.988  -2.314
O  0.156  -0.742  -1.151
C  2.754  -1.525  -1.653
P  3.535  -0.354  -0.476
O  2.593  0.322  0.520
O  4.310  0.748  -1.359
C  5.476  0.387  -2.259
C  6.520  1.381  -1.853
C  4.921  0.422  -3.643
O  4.660  -1.293  0.199
C  5.501  -0.660  1.322
C  6.895  -1.083  0.967
C  5.037  -1.065  2.687
O  0.499  -2.200  -3.173
C  0.990  -2.601  -4.507
C  -0.203  -2.332  -5.410
C  1.439  -4.031  -4.369
H  -0.198  2.497  -5.321
H  0.299  0.863  -5.784
H  1.461  2.123  -5.311
H  -0.687  0.840  -3.480
H  1.491  2.968  -2.858
H  0.349  2.405  -1.620
H  -0.226  3.287  -3.044
H  3.443  -1.750  -2.472
H  2.620  -2.445  -1.090
H  5.750  -0.636  -1.990
H  6.155  2.393  -2.018
H  7.436  1.274  -2.449
H  6.834  1.286  -0.814
H  4.419  1.387  -3.859
H  4.187  -0.390  -3.847
H  5.763  0.309  -4.342
H  5.398  0.428  1.221
H  6.997  -2.196  0.990
H  7.605  -0.684  1.710
H  7.145  -0.733  -0.024
H  5.016  -2.160  2.826
H  4.048  -0.656  2.940
H  5.732  -0.674  3.423
H  1.851  -1.953  -4.749
H  -1.036  -3.023  -5.249
H  0.085  -2.465  -6.458
H  -0.525  -1.293  -5.280
H  0.676  -4.676  -3.893
H  2.320  -4.061  -3.737
H  1.674  -4.479  -5.350
C  1.772  2.360  6.067
C  2.647  2.915  4.953
S  2.332  2.181  3.339
O  1.137  1.226  3.404
C  1.807  3.711  2.482
C  0.551  4.292  3.130
H  1.950  2.944  6.970
H  2.115  1.353  6.342
H  0.688  2.349  5.870
H  3.716  2.631  5.137
H  2.601  4.013  4.891
H  1.641  3.382  1.425
H  2.701  4.396  2.493
H  -0.268  3.559  3.112
H  0.282  5.166  2.537
H  0.628  4.626  4.197
C  -6.211  0.530  -3.429
N  -5.317  -0.159  -2.481
C  -5.109  -1.602  -2.539
C  -4.563  0.653  -1.654
S  -2.882  0.289  -1.381
N  -5.102  1.755  -1.062
C  -4.421  3.048  -1.141
C  -6.425  1.714  -0.433
H  -5.909  0.400  -4.504
H  -6.195  1.590  -3.244
H  -7.225  0.166  -3.357
H  -5.944  -2.061  -3.101
H  -5.062  -1.986  -1.511
H  -4.154  -1.832  -3.083
H  -3.345  2.868  -1.166
H  -4.673  3.655  -0.259
H  -4.658  3.589  -2.054
H  -6.799  0.675  -0.502
H  -7.136  2.380  -0.966
H  -6.323  2.062  0.623
C  -2.266  0.663  4.645
N  -3.208  -0.370  4.286
C  -4.610  0.000  4.292
C  -2.722  -1.343  3.394
O  -1.620  -1.250  2.779
N  -3.589  -2.396  3.196
C  -4.514  -2.910  4.212
C  -3.469  -3.265  2.039
H  -2.716  1.372  5.355
H  -1.895  1.231  3.772
H  -1.396  0.187  5.162
H  -4.735  1.099  4.359
H  -5.142  -0.429  5.196
H  -5.152  -0.321  3.384
H  -4.438  -2.323  5.139
H  -4.202  -3.957  4.482
H  -5.558  -2.957  3.827
H  -2.903  -2.785  1.232
H  -4.507  -3.491  1.658
H  -2.998  -4.255  2.290
O  -1.138  1.605  0.328
O  -2.232  0.767  0.315